(1)
Computed, not measured: a 2-piece molecular cluster, C8H16P2 overall at a distorted geometry, with the ωB97M-V functional and the def2-TZVPD basis.

Geometry (Å):
C1 0.49400 -0.28092 1.02005
C2 0.98590 -1.08051 1.84023
C3 0.15998 3.86362 0.89252
C4 -0.67374 -1.89542 -2.00981
C5 2.04185 1.51608 -0.50192
C6 -0.74368 -3.60788 0.54590
C7 0.35534 2.51785 1.53484
C8 -2.00493 -1.76048 -1.25729
P1 0.34383 1.26792 0.16167
P2 -1.81912 -2.05155 0.58036
H1 -0.74260 4.08275 0.24667
H2 0.05963 4.77646 1.70567
H3 1.13857 4.23705 0.48761
H4 -0.77313 -1.50876 -3.09933
H5 0.16585 -1.41602 -1.39318
H6 -0.31893 -2.96731 -1.98382
H7 2.67386 2.12463 0.22033
H8 1.89952 1.90902 -1.44590
H9 2.52785 0.49988 -0.50991
H10 -1.22744 -4.44873 0.12360
H11 -0.66481 -3.84717 1.57047
H12 0.20611 -3.47956 0.16456
H13 -0.46480 2.13880 2.18486
H14 1.26606 2.46602 2.19457
H15 -2.73991 -2.39410 -1.78784
H16 -2.14528 -0.66170 -1.48492

Results
molecular weight: 174.164 g/mol
relative energy (zero: lowest compared OMol25 entry of this formula, charge and spin): 4.953 eV
HOMO (alpha / beta): -0.305 / -0.297 hartree
total charge: 0
frontier orbital gap (alpha / beta): 6.55 / 5.96 eV
energy: -27126.232 eV

Here are the Mulliken charges for atoms 1 to 2, given in e: atom 1 (C): -0.1598, atom 2 (C): -0.3535

---

(2)
Computed, not measured: an isolated molecule of C8H16Si at a distorted geometry, with the ωB97M-V functional and the def2-TZVPD basis.

Geometry (Å):
C1 -2.08182 2.05616 -2.23724
C2 -1.49854 3.05718 -1.25106
C3 -0.16626 0.83171 -0.86930
C4 -0.61750 1.91811 -1.82377
C5 -0.55518 -0.03243 0.14433
C6 0.76989 -2.70786 -0.23996
C7 -0.02778 -1.72292 2.63686
C8 2.42075 -0.55991 1.18697
Si1 0.66675 -1.23246 0.93034
H1 -2.74748 1.40082 -1.73622
H2 -2.41360 2.32849 -3.19106
H3 -1.48446 4.10330 -1.53187
H4 -1.78766 2.83970 -0.24190
H5 0.86126 0.77707 -0.87798
H6 0.11571 2.33736 -2.55374
H7 -1.59281 0.05463 0.53424
H8 1.33230 -2.36724 -1.13204
H9 1.44816 -3.64803 0.13095
H10 -0.25020 -3.11503 -0.62358
H11 -0.76606 -0.94412 2.75665
H12 -0.56987 -2.61590 2.84597
H13 0.70479 -1.53092 3.44913
H14 2.73282 -0.09470 0.23889
H15 2.39814 0.24987 1.98785
H16 3.10865 -1.38289 1.46754

Results
2S+1: 3
molecular weight: 140.302 g/mol
⟨S²⟩: 2.01
relative energy (zero: lowest compared OMol25 entry of this formula, charge and spin): 0.378 eV
HOMO (alpha / beta): -0.200 / -0.373 hartree
total charge: 0
frontier orbital gap (alpha / beta): 6.44 / 8.13 eV
energy: -16427.556 eV

Here are the Mulliken charges for atoms 1 to 2, given in e: atom 1 (C): -0.6740, atom 2 (C): -0.5797

---

(3)
Computed, not measured: C8H17AlF6NNaO11S4 as an isolated structure at a distorted geometry, with the ωB97M-V functional and the def2-TZVPD basis.

Geometry (Å):
Na1 -0.11711 0.63390 1.15174
Al1 0.02846 -3.99634 2.69511
C1 -2.10410 1.08338 -1.77915
F1 -2.91076 2.10301 -1.99711
F2 -2.44748 0.53254 -0.57328
F3 -2.41481 0.17897 -2.80611
S1 -0.20721 1.49742 -1.73407
O1 0.53881 0.29174 -1.38556
O2 0.20916 2.11748 -3.01953
N1 -0.06967 2.46108 -0.28200
S2 0.20205 3.93488 -0.71805
O3 1.53723 4.06433 -1.28765
O4 -0.94798 4.51189 -1.42254
C2 0.32811 4.69477 1.03040
F4 0.56999 5.99742 0.88671
F5 -0.80805 4.53281 1.85203
F6 1.38919 4.15097 1.67870
O5 -0.36611 -1.63180 1.05630
H1 -0.29691 -1.23029 0.16830
O6 -1.92310 -4.11278 0.21094
S3 -2.62391 -4.23057 -1.06836
O7 -2.72983 -5.52341 -1.75137
O8 -4.03686 -3.45037 -1.08530
C3 -4.15890 -2.25773 -0.30603
C4 -5.10460 -1.08480 -0.91178
C5 -1.87187 -3.16581 -2.32618
H2 -3.15216 -1.90414 -0.08341
H3 -4.46657 -2.54310 0.69995
H4 -6.12335 -1.43106 -0.73759
H5 -4.95049 -0.97718 -1.98545
H6 -4.89434 -0.09725 -0.50112
H7 -2.47688 -3.22596 -3.23085
H8 -0.87974 -3.56482 -2.53731
H9 -1.84271 -2.10539 -2.07565
O9 2.25108 0.67904 2.51293
S4 2.90756 -0.58947 2.32299
O10 2.07639 -1.83411 2.39171
O11 3.67155 -0.65494 0.82799
C6 4.51394 0.31063 0.48224
C7 3.86117 1.74845 0.17119
C8 4.40111 -0.60029 3.48485
H10 4.93792 -0.22943 -0.36433
H11 5.34627 0.33587 1.18558
H12 4.63733 2.37655 -0.26604
H13 3.35385 2.27526 0.97939
H14 3.16123 1.84886 -0.65834
H15 4.92816 -1.54566 3.35608
H16 4.07682 -0.64828 4.52438
H17 4.99812 0.27377 3.22466

Results
molecular weight: 595.448 g/mol
relative energy (zero: lowest compared OMol25 entry of this formula, charge and spin): 2.062 eV
HOMO: -0.594 hartree
total charge: +2
frontier orbital gap: 2.52 eV
energy: -103215.738 eV

Here are the Mulliken charges for atoms 1 to 2, given in e: atom 1 (Na): 1.0161, atom 2 (Al): 1.1307

---

(4)
Computed, not measured: a 3-piece molecular cluster, C8H17BF9NO3PS2 overall at a distorted geometry, with the ωB97M-V functional and the def2-TZVPD basis.

Geometry (Å):
N1 -1.75727 0.54848 2.40252
B1 -1.62681 1.69509 1.58459
O1 -1.73376 3.02320 1.88182
P1 -1.27181 1.31829 -0.33982
C1 0.07636 0.02412 -0.60410
F1 0.28832 -0.07407 -1.91781
F2 -0.38553 -1.14238 -0.15490
C2 1.36627 0.41483 0.17015
F3 1.27510 -0.09929 1.40049
F4 1.36469 1.77010 0.25538
C3 2.67462 -0.02795 -0.50544
F5 2.60058 -1.36398 -0.63522
F6 2.76253 0.53020 -1.71781
C4 3.97206 0.34075 0.33542
F7 3.63577 0.90612 1.49463
F8 4.71983 1.20348 -0.36414
F9 4.66854 -0.77225 0.57076
H1 -0.88176 0.41678 2.90990
H2 -2.48929 0.77258 3.08997
H3 -0.88794 3.33919 2.21746
H4 -0.84867 2.44126 -1.05434
H5 -2.43372 0.83214 -0.94969
C5 -6.02367 3.40025 2.14623
S1 -5.38183 2.26730 3.37552
O2 -4.17933 1.60697 2.75602
C6 -6.71490 1.07453 3.28367
H6 -5.30139 4.20429 2.02158
H7 -6.16556 2.87596 1.20121
H8 -6.96759 3.81154 2.50017
H9 -6.80871 0.70559 2.26281
H10 -7.63919 1.55195 3.60597
H11 -6.47544 0.25265 3.95437
C7 3.76032 -3.34353 -2.80747
S2 4.05590 -3.63280 -4.55927
O3 3.39035 -4.91314 -4.89703
C8 5.81267 -3.97515 -4.39583
H12 2.69697 -3.15673 -2.67838
H13 4.04914 -4.22403 -2.23325
H14 4.32905 -2.47246 -2.48236
H15 5.95972 -4.81401 -3.71590
H16 6.32307 -3.08586 -4.02555
H17 6.19230 -4.23004 -5.38234

Results
molecular weight: 452.130 g/mol
HOMO: -0.387 hartree
total charge: +1
frontier orbital gap: 6.46 eV
energy: -72290.019 eV

Here are the Mulliken charges for atoms 1 to 2, given in e: atom 1 (N): -0.4065, atom 2 (B): 0.5965

---

(5)
Computed, not measured: an isolated ion of composition C8H17BrClFN2O3P and charge -1 at a distorted geometry, with the ωB97M-V functional and the def2-TZVPD basis.

Geometry (Å):
C1 3.90345 0.94884 0.06702
C2 3.46522 -0.04839 -0.99428
P1 2.16474 -1.30582 -0.43711
F1 2.73021 -2.34968 -1.63983
Cl1 3.65133 -2.20324 0.91502
Br1 0.64018 -0.46735 -2.04394
N1 1.02694 -2.63556 0.08310
C3 0.43298 -3.21045 -0.80794
O1 -0.24859 -3.79668 -1.58186
O2 1.61245 -0.31543 0.79897
C4 0.26592 -0.15937 1.15520
C5 -0.17475 1.32281 1.00285
N2 -1.29420 1.47660 0.06827
C6 -2.61082 1.49090 0.70333
C7 -3.51829 0.36809 0.21289
C8 -3.23408 -0.06197 -1.21542
O3 -3.28136 -0.79888 1.03713
H1 4.16610 0.48270 1.00327
H2 4.79050 1.47314 -0.28429
H3 3.15990 1.71252 0.22146
H4 3.04623 0.52163 -1.80454
H5 4.31453 -0.57823 -1.39149
H6 0.18677 -0.37099 2.21967
H7 -0.48652 -0.76578 0.66744
H8 0.67435 1.84318 0.58551
H9 -0.42726 1.71515 1.98418
H10 -1.18901 2.36273 -0.39675
H11 -2.55889 1.47713 1.78622
H12 -3.10096 2.43029 0.43957
H13 -4.57470 0.61304 0.28962
H14 -2.79808 0.72432 -1.80683
H15 -4.18013 -0.31333 -1.68312
H16 -2.63015 -0.95377 -1.19920
H17 -3.87333 -0.70571 1.77902

Results
molecular weight: 354.564 g/mol
relative energy (zero: lowest compared OMol25 entry of this formula, charge and spin): 0.000 eV
HOMO: -0.204 hartree
total charge: -1
frontier orbital gap: 8.37 eV
energy: -112269.634 eV

Here are the Mulliken charges for atoms 1 to 2, given in e: atom 1 (C): -0.9729, atom 2 (C): -0.8076

---

(6)
Computed, not measured: C8H17CdN2O3S as an isolated structure at a distorted geometry, with the ωB97M-V functional and the def2-TZVPD basis.

Geometry (Å):
C1 3.30042 3.06517 0.94140
Cd1 0.84685 2.14110 -0.50406
N1 -0.66615 1.25556 -1.78353
N2 0.26463 4.28593 -1.00288
H1 -1.44416 0.98026 -1.19253
H2 2.94877 2.57424 -0.00417
H3 4.09649 2.46531 1.40075
H4 2.45347 3.08820 1.66060
H5 3.78470 3.99085 0.64149
H6 -0.70574 4.49065 -0.76286
H7 0.39753 4.51784 -1.98784
H8 0.84727 4.92884 -0.46764
H9 -0.98600 1.89659 -2.49842
H10 -0.25928 0.43237 -2.21146
C2 -0.73856 -5.01656 -0.73614
C3 -0.76601 -3.62452 -0.16850
C4 -1.82633 -3.23180 0.66110
C5 -1.86749 -1.93893 1.19602
C6 -0.84932 -1.02546 0.90756
C7 0.20555 -1.41113 0.08671
C8 0.24596 -2.70309 -0.44952
S1 -0.95903 0.73662 1.69083
O1 -2.12090 1.38365 1.13067
O2 -1.09444 0.49104 3.09883
O3 0.34467 1.62863 1.48128
H11 -0.72426 -5.75040 0.08063
H12 -1.63578 -5.18656 -1.34569
H13 0.14440 -5.17291 -1.36229
H14 -2.62827 -3.93755 0.89404
H15 -2.70116 -1.65456 1.83926
H16 1.00956 -0.70968 -0.13980
H17 1.08261 -2.98970 -1.09383

Results
molecular weight: 333.714 g/mol
relative energy (zero: lowest compared OMol25 entry of this formula, charge and spin): 0.000 eV
HOMO (alpha / beta): -0.023 / -0.023 hartree
total charge: -1
frontier orbital gap (alpha / beta): 3.50 / 3.50 eV
energy: -33093.123 eV

Here are the Mulliken charges for atoms 1 to 2, given in e: atom 1 (C): -0.9790, atom 2 (Cd): 1.8473

---

(7)
Computed, not measured: a 2-piece molecular cluster, C8H17IN3 overall at a distorted geometry, with the ωB97M-V functional and the def2-TZVPD basis.

Geometry (Å):
C1 0.10357 -1.82542 -1.60599
C2 -0.58488 -0.17831 2.68778
C3 -1.23245 1.20369 2.57153
C4 -0.75870 -1.09008 1.49403
C5 -0.64030 1.86778 1.25602
C6 -1.02786 -0.39672 0.16484
C7 -0.19257 0.95159 0.14606
C8 0.74952 -2.53752 -2.68566
N1 -0.49758 -1.25071 -0.75698
N2 1.91829 0.06945 -2.34915
N3 0.06259 1.60874 -1.09077
I1 3.38578 0.25476 -0.84632
H1 0.51084 -0.00669 2.95870
H2 -1.03563 -0.52868 3.59737
H3 -2.25029 1.24846 2.36594
H4 -1.02996 1.78647 3.45945
H5 0.04210 -1.79994 1.31634
H6 -1.63807 -1.71416 1.48920
H7 -1.40536 2.56826 0.81161
H8 0.36745 2.38812 1.39286
H9 -2.13547 -0.36387 0.01824
H10 0.76333 0.60002 0.44384
H11 0.41360 -1.96663 -3.57254
H12 1.78795 -2.45820 -2.75086
H13 0.55203 -3.62232 -2.59186
H14 2.33890 0.11164 -3.30364
H15 1.16246 0.66139 -2.34758
H16 0.99135 2.06078 -0.98605
H17 -0.72060 2.35811 -1.28640

Results
molecular weight: 282.149 g/mol
relative energy (zero: lowest compared OMol25 entry of this formula, charge and spin): 0.959 eV
HOMO: -0.455 hartree
total charge: +1
frontier orbital gap: 8.89 eV
energy: -21133.366 eV

Here are the Mulliken charges for atoms 1 to 2, given in e: atom 1 (C): 0.8146, atom 2 (C): -0.5486

---

(8)
Computed, not measured: C8H17InNO8 as an isolated structure at a distorted geometry, with the ωB97M-V functional and the def2-TZVPD basis.

Geometry (Å):
In1 1.68211 0.04811 -0.60486
O1 -0.84083 -2.57192 2.28663
C1 -0.17037 -3.06096 1.24597
O2 0.23145 -2.34548 0.30835
O3 0.02781 -4.29312 1.15745
H1 -1.25068 -3.37712 2.65375
O4 0.34649 2.66799 -4.43565
C2 0.84493 1.80066 -3.55316
O5 0.91513 2.20489 -2.35211
O6 1.13711 0.62914 -3.80703
H2 0.41629 2.29691 -5.32736
C3 2.17307 -0.76636 3.02994
O7 1.53242 0.21297 2.22282
C4 0.27893 0.59238 2.70358
C5 -0.14501 1.80762 1.89526
N1 -0.21203 1.35650 0.48248
C6 -1.45803 0.66431 0.12529
C7 -1.50210 0.36419 -1.34805
O8 -0.37453 -0.45066 -1.65818
C8 -0.48108 -1.04019 -2.93679
H3 2.21530 -0.35427 4.03944
H4 3.19580 -0.88951 2.66982
H5 1.77399 -1.78284 3.02932
H6 0.32825 0.86038 3.76241
H7 -0.49898 -0.16838 2.61869
H8 0.56322 2.63232 1.96322
H9 -1.10989 2.16968 2.26090
H10 -0.19504 2.20178 -0.08065
H11 -2.28609 1.28612 0.48547
H12 -1.64393 -0.26303 0.67077
H13 -1.55016 1.20910 -2.04346
H14 -2.49355 -0.07464 -1.51273
H15 -0.47247 -0.28167 -3.72775
H16 -1.37869 -1.64904 -3.05611
H17 0.40115 -1.63587 -3.16771

Results
molecular weight: 370.041 g/mol
relative energy (zero: lowest compared OMol25 entry of this formula, charge and spin): 0.383 eV
HOMO: -0.459 hartree
total charge: +1
frontier orbital gap: 3.54 eV
energy: -31603.756 eV

Here are the Mulliken charges for atoms 1 to 2, given in e: atom 1 (In): 1.2897, atom 2 (O): -0.3959